DFT (ωB97M-V with the def2-TZVPD basis set) results for C21H16CrN4O3S as an isolated structure.

Each line ends with the Mulliken spin population.
Element x y z (Å)
Cr  -0.89564  -0.09195  -0.04865  3.951
O  3.53141  -0.82452  -0.19419  -0.002
C  3.87810  0.47446  -0.30463  -0.003
C  5.24431  0.76262  -0.31662  -0.001
C  5.68188  2.06536  -0.41834  0.001
C  4.76978  3.11542  -0.51096  0.000
C  3.42040  2.83347  -0.50276  0.001
C  2.94737  1.52030  -0.40299  0.013
C  1.48550  1.27201  -0.40098  -0.044
O  1.07599  0.04780  -0.14632  -0.017
N  0.68329  2.27141  -0.62080  0.020
N  -0.64678  1.83869  -0.51763  0.002
C  -1.55213  2.70793  -0.77722  0.073
C  -2.97945  2.44651  -0.72473  0.068
C  -3.82216  3.52330  -1.03815  0.003
C  -5.19353  3.40367  -1.02362  -0.002
C  -5.74883  2.17032  -0.68134  0.010
C  -4.94670  1.09552  -0.36582  0.006
C  -3.54524  1.19478  -0.38356  -0.028
O  -2.83627  0.12179  -0.07535  -0.087
H  2.55450  -0.85623  -0.16362  0.007
H  5.93898  -0.06338  -0.24240  0.000
H  6.74531  2.27002  -0.42462  0.000
H  5.11312  4.13792  -0.58672  0.000
H  2.68919  3.62617  -0.57473  0.000
H  -1.22292  3.70790  -1.05387  0.010
H  -3.36556  4.47150  -1.29798  0.001
H  -5.82439  4.24592  -1.27008  0.000
H  -6.82550  2.05418  -0.65753  0.001
H  -5.37792  0.14277  -0.08516  0.001
N  -2.95843  -2.50610  -0.78620  0.013
C  -1.87424  -2.96531  -0.13201  0.012
N  -0.95002  -2.17835  0.36662  -0.023
C  0.05547  -2.93069  0.99457  0.034
C  1.16012  -2.41502  1.66312  -0.021
C  2.06693  -3.29578  2.22421  -0.001
C  1.88455  -4.67596  2.13493  -0.001
C  0.78194  -5.19927  1.48301  0.000
C  -0.12332  -4.31109  0.92144  0.011
S  -1.59856  -4.67028  0.06322  0.002
H  -3.20325  -1.52867  -0.59631  -0.004
H  -3.70890  -3.14609  -0.97643  0.000
H  1.31244  -1.34683  1.72452  -0.007
H  2.93667  -2.90350  2.73355  0.000
H  2.60974  -5.34433  2.57866  0.000
H  0.63274  -6.26842  1.41448  0.000

Atoms 1-3, force components in eV/Å:
Cr 0.0 -0.2 0.1
O 0.0 0.0 0.0
C 0.0 0.0 0.0

Values from the calculation:
gap between HOMO and LUMO (alpha / beta) = 7.95 / 7.86 eV
⟨S²⟩ = 6.014
ΔE to the lowest compared entry with this formula, charge and spin = 0.000 eV
spin multiplicity = 5
E_tot = -2697.38784 hartree

---

DFT (ωB97M-V with the def2-TZVPD basis set) results for one molecule with the formula C4H7FN2 at a distorted geometry.

Each line ends with the Mulliken charge.
Element x y z (Å)
H  1.26378  0.94244  -2.38792  0.208
N  0.75968  0.31406  -1.74909  -0.625
C  0.80146  0.77154  -0.54895  0.470
N  1.43318  1.87894  -0.03156  -0.515
C  0.19378  -0.03881  0.50196  -0.400
C  0.06826  -1.54006  0.22277  -0.776
C  -1.13274  -0.66071  0.22946  0.197
F  -2.03546  -0.87176  1.21591  -0.306
H  1.16038  2.03067  0.96482  0.229
H  1.44992  2.70610  -0.61610  0.248
H  0.52950  0.19054  1.49494  0.330
H  0.41389  -1.96989  -0.73079  0.274
H  0.15903  -2.18954  1.09628  0.270
H  -1.59199  -0.40723  -0.73131  0.394

Atoms 1-3, force components in eV/Å:
H -0.3 -0.2 0.1
N 0.4 1.2 0.2
C 0.1 -0.7 -0.9

Values from the calculation:
SMILES = [H]/N=C(\N)[C@@H]1C[C@H]1F
gap between HOMO and LUMO = 10.47 eV
ΔE to the lowest compared entry with this formula, charge and spin = 0.625 eV
E_tot = -365.95551 hartree

---

DFT (ωB97M-V with the def2-TZVPD basis set) results for a 2-piece molecular cluster, C3H8ClNO overall at a distorted geometry.

Each line ends with the Mulliken spin population.
Element x y z (Å)
C  -5.25952  3.78304  17.51554  -0.001
C  -6.37430  2.76187  17.24747  0.001
O  -6.60532  1.85182  18.04093  0.001
N  -7.15438  2.80322  15.97827  -0.001
H  -7.17581  3.73698  15.59391  0.000
H  -6.60016  2.27929  15.31612  0.000
C  -8.51247  2.23679  16.03639  0.002
H  -4.41838  3.47606  18.13711  0.000
H  -5.69317  4.66766  17.98190  0.000
H  -4.77217  4.07640  16.58574  0.000
H  -9.02190  2.63640  16.91326  -0.006
H  -8.32626  1.17095  16.16834  0.000
H  -8.98048  2.50547  15.08936  0.000
Cl  -9.63305  4.42351  19.09424  1.004

Atoms 1-3, force components in eV/Å:
C -0.4 0.2 -1.3
C 1.6 -2.5 4.6
O -0.1 2.5 -2.9

Values from the calculation:
gap between HOMO and LUMO (alpha / beta) = 11.55 / 7.90 eV
total charge = +1
⟨S²⟩ = 0.752
ΔE to the lowest compared entry with this formula, charge and spin = 0.000 eV
spin multiplicity = 2
E_tot = -708.95185 hartree

---

DFT (ωB97M-V with the def2-TZVPD basis set) results for one molecule with the formula C5H7NO.

Each line ends with the Mulliken charge.
Element x y z (Å)
C  1.51329  -1.01090  -0.48453  -1.373
C  0.19940  -0.59377  0.15798  0.689
C  0.02889  0.97409  0.28733  -0.738
C  -1.25076  1.59345  0.72683  -0.604
O  -2.56486  0.86178  -0.57509  -0.440
C  -1.04890  -0.95233  -0.62809  -0.166
N  -1.94068  -0.19445  -0.70565  0.356
H  1.58313  -2.09791  -0.57949  0.369
H  2.34954  -0.66566  0.13257  0.347
H  1.61795  -0.56849  -1.48055  0.343
H  0.09034  -1.07186  1.13936  0.231
H  0.68802  1.32303  1.10533  0.425
H  0.41010  1.42774  -0.63734  0.299
H  -1.67547  0.97529  1.54134  0.261

Atoms 1-3, force components in eV/Å:
C 0.0 0.0 0.0
C 0.2 0.0 0.2
C -0.1 0.1 -0.1

Values from the calculation:
gap between HOMO and LUMO = 7.68 eV
ΔE to the lowest compared entry with this formula, charge and spin = 7.611 eV
E_tot = -324.44478 hartree

---

DFT (ωB97M-V with the def2-TZVPD basis set) results for C10H20N3O2PdS as an isolated structure at a distorted geometry.

Each line ends with the Mulliken charge.
Element x y z (Å)
Pd  -0.59942  0.14873  -0.64867  -0.494
O  2.42460  -1.72260  -3.63868  -0.735
C  1.58392  -0.99397  -3.16438  0.456
N  0.76031  -0.27723  -2.70311  -0.526
C  -2.54963  -1.54235  1.76759  -1.550
C  -1.10597  -2.04376  1.61268  2.490
C  -1.05767  -3.55575  1.83130  -1.863
C  -0.22718  -1.34064  2.66535  -1.667
C  -0.58403  -1.59704  0.26394  -0.982
H  -2.90144  -1.75571  2.78259  0.415
H  -3.21256  -2.04135  1.05859  0.397
H  -2.60874  -0.47341  1.56384  0.296
H  -1.42320  -3.82858  2.82556  0.407
H  -0.03688  -3.93218  1.73220  0.427
H  -1.67629  -4.06819  1.09165  0.417
H  -0.62471  -1.54110  3.66612  0.456
H  -0.21230  -0.26600  2.48564  0.303
H  0.80151  -1.70804  2.63460  0.341
H  -0.20217  -2.49368  -0.25872  0.365
N  -0.92059  2.30743  -2.77636  -0.694
C  -1.54857  1.90977  -1.57026  0.413
N  -1.66362  3.00471  -0.65156  -0.751
S  -2.74268  0.69239  -1.56405  -0.362
H  -0.16103  2.94616  -2.57216  0.290
H  -0.52488  1.48104  -3.22412  0.330
H  -0.73780  3.29933  -0.36006  0.339
H  -2.17102  2.67705  0.16059  0.253
C  2.56086  2.92053  -1.01908  -0.849
O  1.28875  2.42454  -0.56792  -0.184
C  1.09873  1.18787  -0.13084  0.707
C  2.37684  0.41664  0.03043  -1.231
H  2.34696  3.90790  -1.41938  0.290
H  2.94315  2.26883  -1.80379  0.349
H  3.27438  2.99452  -0.19897  0.315
H  3.21678  1.00008  0.41638  0.434
H  2.60626  0.04604  -0.97715  0.243
H  2.20933  -0.45196  0.66019  0.157

Atoms 1-3, force components in eV/Å:
Pd -0.4 0.0 1.3
O 0.2 -0.1 0.0
C -0.1 0.0 -0.1

Values from the calculation:
gap between HOMO and LUMO = 6.15 eV
total charge = -1
ΔE to the lowest compared entry with this formula, charge and spin = 0.000 eV
E_tot = -1233.76248 hartree

---

DFT (ωB97M-V with the def2-TZVPD basis set) results for a 2-piece molecular cluster, C23H22F2N overall at a distorted geometry.

Each line ends with the Mulliken charge.
Element x y z (Å)
F  5.18603  -2.78922  -0.30211  -0.301
C  4.31492  -1.75373  -0.04607  -0.050
C  4.82173  -0.58612  0.51762  -0.512
C  3.92836  0.48075  0.70870  -0.616
C  2.59532  0.36043  0.35022  -0.379
C  2.05667  -0.85005  -0.19430  0.859
C  0.66545  -0.90903  -0.53570  -0.772
C  -0.01853  -2.02950  -1.09327  1.150
C  -1.22606  -1.83179  -1.83422  -0.565
C  -1.85720  -2.88528  -2.48622  -0.714
C  -1.30697  -4.18345  -2.45202  -0.484
C  -0.18468  -4.39079  -1.65024  0.125
F  0.34588  -5.66115  -1.58808  -0.293
C  0.42615  -3.37622  -0.93212  -0.744
C  2.99408  -1.90082  -0.43842  -0.634
H  5.87270  -0.50092  0.76527  0.466
H  4.29804  1.43091  1.10755  0.443
H  1.92797  1.22655  0.41235  0.363
H  0.17378  0.05799  -0.61721  0.273
H  -1.63951  -0.82002  -1.90349  0.467
H  -2.76663  -2.70346  -3.06721  0.417
H  -1.74627  -5.00075  -3.01519  0.467
H  1.24632  -3.62331  -0.26541  0.930
H  2.70459  -2.78654  -0.99395  0.964
C  0.01841  4.49920  -1.00357  -0.560
C  0.87588  4.10572  0.03062  -0.607
C  0.49306  3.08761  0.90252  -0.316
C  -0.68627  2.37007  0.67264  0.056
C  -1.03636  1.22912  1.59451  -0.173
C  -2.35850  1.48736  2.36184  -0.844
C  -3.27916  0.30557  2.06348  -0.660
C  -2.60465  -0.48784  0.94316  -0.865
N  -1.18495  -0.06339  0.87952  -0.118
C  -1.55471  2.76121  -0.35203  -0.271
C  -1.20146  3.82653  -1.18710  -0.689
H  0.29198  5.32698  -1.65802  0.393
H  1.84040  4.59715  0.17215  0.397
H  1.11604  2.80498  1.75809  0.550
H  -0.20225  1.11297  2.30236  0.561
H  -2.13945  1.58160  3.42874  0.348
H  -2.80910  2.42704  2.03960  0.373
H  -3.36853  -0.33150  2.94462  0.260
H  -4.28552  0.61525  1.77911  0.334
H  -2.67387  -1.57902  1.05373  0.486
H  -3.05334  -0.24645  -0.02941  0.275
H  -0.62012  -0.78346  1.32712  0.420
H  -2.50749  2.24074  -0.49180  0.398
H  -1.88217  4.13808  -1.97834  0.395

Atoms 1-3, force components in eV/Å:
F -1.0 1.2 0.3
C 0.5 -0.9 -0.6
C -0.8 0.2 0.0

Values from the calculation:
gap between HOMO and LUMO = 6.01 eV
total charge = +1
ΔE to the lowest compared entry with this formula, charge and spin = 1.131 eV
E_tot = -1143.82154 hartree